1.
151
Properties=species:S:1:pos:R:3:forces:R:3:lowdin_charge:R:1 method="wB97M-V/def2-TZVPD" multiplicity=1 total_energy_ev=-129000.09161 lumo_ev=-4.369 homo_lumo_gap_ev=6.4 total_charge=+1 homo_ev=-10.77
C 5.5999 2.2175 1.1623 -0.1274 -0.5145 -0.8516 -0.11
C 6.0705 2.4169 -0.3813 1.6319 -1.8631 1.5452 -0.26
O 6.2290 3.8068 -0.7587 -3.0588 0.9185 -0.8911 -0.23
P 4.7554 4.6345 -0.8823 -0.5156 3.1374 2.3179 0.73
O 4.0028 4.8281 0.4429 1.4194 -1.5077 -2.9497 -0.32
C 3.6308 3.9503 -2.2751 1.2931 -1.7047 -0.5301 -0.18
C 2.9232 2.5438 -1.8188 0.9064 0.2810 2.5362 -0.17
C 1.3395 2.5288 -2.0369 -0.4599 -0.0674 -1.5470 -0.28
C 1.2103 2.8346 -3.6183 -1.6901 0.5576 -0.4697 -0.16
C 2.2216 2.1687 -4.6391 -0.8829 -0.7005 -1.8881 -0.63
C 1.4022 1.4350 -5.8548 0.4441 1.4443 0.0393 -0.14
Cl 3.1119 3.5273 -5.5653 -0.1990 -1.0003 0.9606 0.58
N 0.5231 1.2283 -1.9373 -1.3046 0.5676 1.3422 -0.34
S 1.3404 -0.2996 -2.1714 0.1937 -0.1747 0.2191 0.91
C -0.7858 1.4374 -1.6869 -0.0545 -1.4182 0.5089 -0.05
C -1.8669 0.2355 -1.7428 -0.2101 0.1646 0.0881 -0.14
N -3.1454 0.6913 -2.3990 0.4010 -0.3659 0.9381 0.02
C -1.1868 2.9946 -1.3117 1.5871 -1.6536 -1.1841 -0.18
C -1.7505 3.5484 -2.7217 1.2772 0.0494 -1.1653 -0.14
C -3.1217 4.2825 -2.8756 -1.0597 1.5602 -1.0781 -0.18
C -3.0962 5.8903 -2.5847 -0.7477 0.2168 -0.3344 -0.13
C -4.1493 6.3108 -1.4141 0.8818 -0.8381 -1.9755 -0.17
O -3.4631 7.2960 -0.6042 -1.3787 -1.0364 2.3492 -0.06
C -3.8752 7.2671 0.7469 -1.3938 -0.0536 2.5859 -0.42
C -2.9886 8.1652 1.7594 0.1594 0.0200 -2.3780 0.01
O -4.8597 6.6569 1.2093 2.9331 1.3349 -2.4065 0.05
C -2.3338 3.3250 -0.2953 -1.3891 -1.2160 1.1212 -0.02
C -2.2886 2.9648 1.2369 2.0172 1.9044 4.4599 -0.38
O -1.9173 3.8294 2.0774 -1.4190 -2.7662 -3.3646 0.06
O -2.6216 1.6872 1.7741 0.3029 1.5243 -2.1196 0.04
C 0.3876 3.3038 -0.9545 0.8587 0.2036 -0.8736 -0.23
C 0.7943 2.5700 0.4299 -0.0191 -0.1739 1.3698 -0.09
C 1.2506 3.5366 1.6011 -0.6619 3.3994 0.5817 -0.72
O 0.9935 4.7299 1.7610 0.6185 -4.4825 -1.2452 -0.01
I 2.4636 2.5955 3.1896 -0.6824 0.0837 -0.7234 0.85
O 0.8100 4.6696 -1.1663 0.4094 -2.0083 0.4573 -0.05
N -0.1483 5.5714 -0.8423 0.2041 2.7914 -0.1289 0.01
O 0.2593 6.6627 -1.0911 -0.9612 -1.5644 0.5716 0.10
O 5.1750 6.2162 -1.4209 -0.6056 -3.1245 0.6925 -0.26
C 4.0783 7.1452 -1.1836 -0.4213 1.9742 -0.6515 -0.28
C 4.5371 8.5387 -1.8859 0.7671 -1.5282 0.2911 -0.07
H 6.2351 1.4295 1.7110 -0.7715 1.2368 -1.0656 0.08
H 5.6611 3.2073 1.7242 -0.3762 -1.4319 -0.8346 0.08
H 4.5488 1.7797 1.1013 1.2343 0.9341 0.5837 0.00
H 5.4484 1.7906 -1.1112 0.6619 1.1632 0.8993 0.10
H 7.1283 1.9582 -0.4221 -1.5989 0.9789 -0.3001 0.13
H 4.3841 3.6341 -3.0906 -1.4080 0.9902 0.9005 0.09
H 2.8875 4.7305 -2.6258 1.2424 -0.9025 0.5150 0.09
H 3.2488 2.5137 -0.7068 -1.1759 -0.2766 -1.4410 0.08
H 3.4739 1.6280 -2.2472 -1.1987 1.6028 0.1813 0.09
H 1.1458 3.9736 -3.7779 0.3831 -1.7834 0.1775 0.13
H 0.1955 2.4307 -3.9924 1.5249 0.8098 0.8258 0.10
H 2.9133 1.3540 -4.2743 -0.4137 1.5430 -0.0710 0.09
H 0.5952 2.1925 -6.1805 1.0026 -1.4591 0.4673 0.09
H 0.9770 0.4299 -5.5374 0.4563 1.3068 -0.3991 0.08
H 2.1183 1.3487 -6.7532 -1.1501 -0.2174 1.5456 0.08
H 2.4548 -0.1461 -1.3168 -1.4169 0.3523 -0.6623 -0.05
H -1.4836 -0.6718 -2.3153 -0.1524 1.3720 0.8523 0.11
H -2.1463 -0.0936 -0.6866 1.0780 0.4757 -1.0318 0.14
H -3.5679 -0.1330 -2.8462 0.2052 0.5173 0.2114 0.09
H -3.8052 0.9562 -1.6432 0.4911 -0.2696 -0.8228 0.08
H -1.7858 2.6318 -3.4241 0.0791 1.5947 0.9495 0.12
H -0.9420 4.2879 -3.0966 -1.3786 -1.2930 0.3260 0.13
H -3.3995 4.2292 -3.9994 0.6565 -0.2935 1.8017 0.13
H -4.0418 3.8545 -2.3538 1.5020 0.2246 -0.5451 0.11
H -2.0426 6.2847 -2.3931 -1.5228 -0.6077 0.0552 0.09
H -3.4562 6.4498 -3.5284 0.7087 -1.0494 1.3514 0.12
H -5.0647 6.7522 -1.9435 1.1638 -0.5952 1.2115 0.15
H -4.4091 5.3453 -0.8661 0.0777 1.6969 -0.2477 0.11
H -3.2283 9.2517 1.4516 0.4414 -1.6079 0.7672 0.10
H -3.2171 7.9509 2.8483 0.1418 0.1565 -1.6620 0.09
H -1.8947 7.9702 1.4723 -1.5061 0.3792 0.7125 0.09
H -2.4800 4.4684 -0.2836 0.2626 -1.9486 -0.1629 0.14
H -3.2878 2.7785 -0.6543 1.5054 1.1859 0.2581 0.13
H -2.5288 1.7200 2.7516 0.0412 0.4959 -0.6999 0.13
H -0.0480 1.9090 0.8703 0.9534 1.3953 -0.6563 0.14
H 1.6108 1.7690 0.3358 -0.9499 1.5316 -0.1920 0.10
H 3.9313 7.3860 -0.0811 0.0884 -0.8921 -1.3986 0.12
H 3.1328 6.7189 -1.6863 1.2140 0.8491 1.0426 0.10
H 3.9109 9.4268 -1.5459 0.7802 -1.3077 -0.5914 0.08
H 4.5492 8.3709 -3.0118 -0.1900 0.5590 1.4230 0.08
H 5.6384 8.6652 -1.5632 -1.7869 0.0818 -0.4554 0.09
C -9.1443 -3.8539 0.4556 0.1338 -0.1330 -0.1394 -0.10
O -8.2164 -4.0547 -0.5943 0.1720 0.2007 0.1038 -0.21
C -8.1640 -2.9449 -1.4834 0.1655 -0.5951 0.0385 -0.20
C -6.8988 -3.0008 -2.3311 -0.2096 0.3011 0.0282 -0.17
O -5.7387 -2.5260 -1.6433 0.0263 -0.1557 0.0632 -0.15
C -5.2119 -3.3974 -0.6407 0.2516 0.0626 -0.2224 -0.18
C -4.4886 -4.6069 -1.2216 -0.5701 -0.2866 0.2761 -0.20
O -5.4241 -5.6034 -1.6142 0.0767 0.2128 -0.1911 -0.20
C -4.8659 -6.5305 -2.5258 -0.1517 0.0597 0.1717 -0.10
H -10.1545 -3.7186 0.0572 -0.0528 0.0844 0.0858 0.09
H -9.1312 -4.7373 1.0952 0.0295 0.0252 -0.1409 0.09
H -8.8565 -2.9865 1.0593 -0.1256 0.0738 -0.0035 0.09
H -8.1822 -2.0064 -0.9166 0.0026 0.0525 -0.0567 0.13
H -9.0442 -2.9942 -2.1331 -0.0391 0.2111 -0.1174 0.13
H -7.0329 -2.3182 -3.1764 0.0322 0.0318 0.1360 0.13
H -6.7317 -3.9944 -2.7494 -0.0981 -0.0850 0.2202 0.12
H -5.9820 -3.6859 0.0761 -0.0316 -0.2131 -0.1373 0.12
H -4.4770 -2.7970 -0.0950 0.0098 0.0008 -0.0898 0.12
H -3.8362 -5.0465 -0.4561 0.2087 0.1519 -0.0044 0.12
H -3.8841 -4.2930 -2.0813 0.0413 0.0433 0.0127 0.12
H -4.5585 -6.0222 -3.4462 0.1310 -0.0483 -0.0150 0.09
H -5.6320 -7.2645 -2.7777 0.0244 0.0868 0.1117 0.09
H -4.0114 -7.0471 -2.0767 0.0744 -0.0249 -0.1000 0.09
C -2.0656 -5.1390 7.3470 -0.1457 -0.0601 -0.1858 -0.11
O -2.5111 -5.1017 6.0043 0.2309 -0.0437 -0.0741 -0.20
C -1.8294 -4.1142 5.2403 -0.4983 -0.3764 -0.0103 -0.20
C -2.0152 -4.3712 3.7493 0.3298 0.0529 0.0828 -0.18
O -1.1489 -5.3855 3.2405 -0.2414 0.0137 0.1430 -0.14
C -1.4837 -6.7274 3.6022 0.0371 -0.0310 -0.3567 -0.17
C -2.7003 -7.2601 2.8547 -0.1813 0.0517 0.6217 -0.20
O -3.9000 -6.7845 3.4550 0.0537 0.2098 -0.2019 -0.20
C -5.0078 -6.8823 2.5812 0.1388 0.0034 0.2315 -0.10
H -2.2437 -4.1780 7.8396 0.0994 0.0178 0.0859 0.09
H -2.6263 -5.9145 7.8703 -0.0234 0.0843 -0.1182 0.09
H -1.0014 -5.3945 7.3896 0.0430 0.1095 0.0817 0.09
H -0.7598 -4.1230 5.4812 0.0246 0.0526 -0.0566 0.13
H -2.2529 -3.1379 5.5010 0.1282 0.2023 -0.0536 0.12
H -1.7339 -3.4570 3.2157 0.1029 -0.0768 0.0522 0.12
H -3.0570 -4.5777 3.4980 -0.0372 -0.1107 0.2392 0.12
H -1.5896 -6.8305 4.6829 -0.2556 0.0290 -0.0391 0.12
H -0.6188 -7.3290 3.3075 -0.0487 0.0987 -0.0761 0.13
H -2.7126 -8.3558 2.9087 0.1539 -0.0436 -0.1754 0.13
H -2.6497 -6.9460 1.8051 0.0569 -0.0212 -0.0208 0.12
H -4.8465 -6.2647 1.6905 -0.0456 -0.1030 -0.1371 0.07
H -5.8896 -6.5087 3.1031 0.1149 -0.0560 0.0467 0.09
H -5.1801 -7.9238 2.2916 -0.0566 0.0231 -0.1350 0.09
C 9.9379 -3.6528 3.1204 -0.2105 -0.0903 -0.0327 -0.10
O 8.5619 -3.5897 2.7950 0.0474 0.1323 -0.2222 -0.21
C 8.0715 -2.2542 2.7952 -0.1954 -0.5782 0.0215 -0.20
C 6.7423 -2.1746 2.0536 0.2243 0.2601 -0.0276 -0.18
O 6.8926 -2.1368 0.6331 -0.0314 -0.1866 0.1125 -0.15
C 7.2656 -3.3704 0.0151 -0.2738 0.1147 -0.1924 -0.17
C 6.1246 -4.3796 -0.0386 0.4682 -0.2718 0.4447 -0.20
O 5.9822 -5.0358 1.2158 -0.2132 0.2385 -0.0159 -0.20
C 4.7132 -5.6438 1.3593 0.2891 0.0262 0.0391 -0.11
H 10.1166 -3.2494 4.1218 0.1175 0.0575 -0.0089 0.09
H 10.2449 -4.6992 3.1002 -0.1279 0.0709 0.0213 0.09
H 10.5310 -3.1049 2.3804 0.0730 0.0843 0.0915 0.09
H 8.7970 -1.5860 2.3163 -0.0429 0.0681 0.0014 0.13
H 7.9297 -1.9498 3.8378 -0.0222 0.2442 0.0332 0.13
H 6.2663 -1.2244 2.3180 0.1092 -0.0065 -0.0750 0.11
H 6.0568 -2.9671 2.3580 0.2091 -0.1516 0.0397 0.12
H 8.1607 -3.7888 0.4772 -0.1662 -0.1475 0.1438 0.12
H 7.5304 -3.1081 -1.0136 -0.0946 0.0457 0.0558 0.13
H 6.3486 -5.1457 -0.7915 -0.0688 0.1178 -0.1969 0.13
H 5.1939 -3.8644 -0.3062 0.0014 0.0347 -0.0488 0.12
H 3.9215 -4.8874 1.3199 -0.1009 -0.0516 -0.0919 0.08
H 4.6762 -6.1299 2.3348 0.0971 0.0354 -0.0880 0.09
H 4.5552 -6.3964 0.5800 -0.1327 0.0019 -0.0168 0.09

2.
16
Properties=species:S:1:pos:R:3:forces:R:3:lowdin_charge:R:1 method="wB97M-V/def2-TZVPD" multiplicity=1 total_energy_ev=-10442.09680 lumo_ev=0.806 homo_lumo_gap_ev=9.9 homo_ev=-9.10
C 1.0003 -1.3940 0.4445 -4.2100 0.0578 1.6228 -0.24
C 1.8326 0.5008 -0.2554 1.2126 4.4057 -4.3769 -0.22
C 0.7517 1.2723 -0.3430 -2.7347 0.7864 1.0620 -0.10
C -0.7477 1.1748 0.2736 -0.4545 1.9097 -2.7198 -0.16
C -1.7202 -0.0257 -0.0787 1.6289 4.3965 1.1950 -0.13
C -1.3627 -1.2036 -0.4108 2.0070 -4.5042 -0.2692 -0.11
H 0.4602 -0.7077 1.1183 0.1700 0.0236 -0.1364 0.12
H 1.1917 -2.2034 1.1546 0.7387 -0.6351 -1.1127 0.15
H 2.5832 1.1111 -0.8944 -0.1426 -2.0372 1.3645 0.15
H 0.8492 2.2183 -1.0180 0.1796 -1.7428 1.8438 0.12
H -1.0834 2.1450 -0.4086 -0.2728 -2.3365 2.3727 0.13
H -0.9301 1.3764 1.3893 0.8226 0.0613 -1.6677 0.12
H -2.7614 0.2080 0.0938 -0.0779 -0.1827 -0.1062 0.10
H -2.1733 -1.9751 -0.4074 1.3494 0.2314 -0.5958 0.13
O 2.0741 -0.7662 -0.0624 1.7305 -1.1943 0.6598 0.02
O 0.0358 -1.7311 -0.5956 -1.9469 0.7603 0.8643 -0.07